ORCA calculation (ωB97M-V with the def2-TZVPD basis set) on a structure of composition C23H45EuN2OP2 at a distorted geometry.

Element x y z (Å)
Eu -0.21 -0.53 -0.26
P 1.61 -0.84 -2.18
P -2.44 -0.74 1.19
O 2.03 -2.09 2.49
N 0.45 1.71 0.45
N -1.63 -0.15 -1.97
C -2.77 0.58 -1.41
C 2.83 0.49 -1.83
C 0.40 -0.30 -3.47
C 1.29 1.87 1.50
C -1.10 0.50 3.39
C -2.83 -2.44 1.78
C -3.48 -0.21 -0.25
C 2.70 -2.70 -3.84
C 2.21 -2.57 -2.41
C -3.63 0.73 3.14
C 3.56 0.39 -0.48
C -0.07 2.79 -0.16
C -4.34 -2.52 2.00
C 3.18 -3.03 -1.32
C -1.96 -2.90 2.95
C 1.11 4.26 1.33
C 1.45 5.65 1.79
C 3.78 0.54 -3.02
C -0.84 0.54 -3.00
C -2.29 0.62 2.42
C 1.30 -1.97 1.62
C 0.24 4.08 0.25
C 1.64 3.12 1.95
H 2.24 1.42 -1.80
H 3.62 -2.13 -4.00
H -2.12 1.53 1.82
H 2.34 3.21 2.80
H -2.57 -3.07 0.91
H 1.95 -2.35 -4.56
H -0.87 -3.42 -1.07
H -1.04 1.42 3.99
H 2.14 5.61 2.64
H 0.93 0.27 -4.25
H 4.16 1.29 -0.33
H -0.14 0.42 2.87
H -4.64 -3.55 2.19
H 4.48 -0.30 -3.00
H -0.47 1.52 -2.62
H 4.14 -2.50 -1.37
H -0.74 2.58 -0.99
H 4.39 1.46 -2.98
H 2.76 -2.91 -0.31
H -0.89 -2.82 2.72
H 1.92 6.24 0.98
H -2.16 -3.96 3.16
H 1.67 0.94 1.95
H -4.32 0.40 0.12
H 4.22 -0.48 -0.42
H 0.01 -1.22 -3.94
H -4.89 -2.17 1.12
H -0.19 4.93 -0.27
H 0.55 6.20 2.10
H -2.43 1.56 -0.99
H -4.48 0.74 2.44
H -3.67 1.67 3.71
H 2.91 -3.75 -4.08
H -2.16 -2.34 3.87
H -1.17 -3.11 -1.70
H -3.55 0.86 -2.15
H -3.89 -1.13 -0.70
H -3.77 -0.09 3.85
H -1.20 -0.35 4.07
H 3.25 0.55 -3.98
H -4.64 -1.92 2.86
H 2.87 0.35 0.37
H -1.42 0.81 -3.92
H 1.29 -3.17 -2.29
H 3.39 -4.10 -1.45

Calculated values
2S+1: 7
Expectation value of S²: 12.014
ΔE to the lowest compared entry with this formula, charge and spin in kcal per mole: 104.5
Strongest force on any atom in eV/A: 4.39
Calculated total energy in a.u.: -2480.3949
Charge: +2
Gap between HOMO and LUMO (spin up / spin down) in hartree: 0.1939 / 0.1863